Record 1
18
Properties=species:S:1:pos:R:3 method="wB97M-V/def2-TZVPD" multiplicity=1 lumo_ev=-3.231 total_energy_ev=-9809.82381 charge=+1 relative_energy_ev=1.924 largest_force_ev_per_a=3.79 smiles="Cc1cc(=[NH2+])[nH]n1C"
C -1.759 -1.475 -0.159
C -0.448 -0.679 -0.107
C 0.858 -1.159 -0.090
C 1.721 -0.041 0.012
N 2.973 -0.079 -0.279
N 1.004 1.166 0.162
N -0.472 0.621 0.009
C -1.558 1.575 0.114
H -2.556 -0.691 -0.444
H -1.710 -2.200 -0.945
H -1.907 -1.958 0.771
H 1.234 -2.153 -0.127
H 3.486 -0.937 -0.252
H 3.513 0.707 -0.306
H 1.118 1.845 0.953
H -1.990 1.403 1.159
H -1.116 2.551 0.106
H -2.392 1.503 -0.579

***

Record 2
18
Properties=species:S:1:pos:R:3 method="wB97M-V/def2-TZVPD" multiplicity=1 lumo_ev="-4.896 / -4.415" total_energy_ev=-9805.08720 charge=+1 relative_energy_ev=6.661 largest_force_ev_per_a=4.85
C 1.631 -1.194 -0.590
C -0.170 -1.722 0.632
C -1.387 0.777 0.621
C 0.697 -0.124 -0.799
C -0.461 -0.274 0.065
N 1.162 -2.116 0.189
N 1.421 2.231 0.350
N -1.737 -0.047 -0.547
H 2.625 -1.330 -1.025
H -0.151 -1.676 1.829
H -0.836 -2.525 0.594
H -1.750 0.529 1.589
H -1.069 1.778 0.346
H 0.692 0.644 -1.672
H 2.238 2.486 0.875
H 1.497 2.582 -0.644
H -2.560 -0.575 -0.468
H -1.842 0.555 -1.344

***

Record 3
18
Properties=species:S:1:pos:R:3 method="wB97M-V/def2-TZVPD" multiplicity=1 lumo_ev=-3.372 total_energy_ev=-9807.20944 charge=+1 relative_energy_ev=4.539 largest_force_ev_per_a=4.02 smiles="CN=C=[NH+][C@@H]1N[C@H]1C"
C 2.646 -1.466 1.104
N 1.480 -1.484 0.318
C 0.332 -1.544 0.140
N -0.863 -1.487 -0.263
C -1.520 -0.190 -0.319
N -1.415 0.318 -1.659
C -0.616 0.963 -0.600
C -0.816 2.361 -0.037
H 3.150 -0.422 0.835
H 3.443 -2.053 0.792
H 2.501 -1.721 2.130
H -1.426 -2.409 -0.215
H -2.364 -0.301 0.228
H -2.068 0.746 -2.198
H 0.377 0.662 -0.746
H -0.799 3.234 -0.790
H -0.273 2.580 0.921
H -1.769 2.212 0.358

***

Record 4
18
Properties=species:S:1:pos:R:3 method="wB97M-V/def2-TZVPD" multiplicity=1 lumo_ev=-4.190 total_energy_ev=-9809.32159 charge=+1 relative_energy_ev=2.427 largest_force_ev_per_a=4.48 smiles=Cc1nccn1C[NH3+]
C 0.589 -2.204 0.096
C 0.943 -0.757 0.039
N 2.225 -0.442 0.292
C 2.263 0.923 0.318
C 1.132 1.451 -0.193
N 0.271 0.371 -0.290
C -1.036 0.503 -0.751
N -2.029 0.578 0.398
H -0.500 -2.422 -0.208
H 1.321 -2.525 -0.587
H 0.660 -2.436 1.096
H 3.118 1.482 0.547
H 0.736 2.414 -0.127
H -1.516 -0.214 -1.386
H -1.191 1.442 -1.277
H -1.927 0.036 1.264
H -2.057 1.517 0.734
H -3.001 0.284 0.036